(1)
Entry from OMol25: 2 unconnected molecules or ions with the total composition C6H12 at a distorted geometry (ωB97M-V/def2-TZVPD).

The HOMO-LUMO gap is 3.6 eV. As for the HOMO energy: -5.9 eV. The calculation puts the maximum force at 1.74 eV Å⁻¹. The energy above the lowest of the compared OMol25 structures with the same formula, charge and spin comes out at 760.88 kJ/mol. For the total energy, the calculation gives -235.5284 hartree. As for the charge: 0.

Structure (XYZ):
```
18
C6H12 ωB97M-V/def2-TZVPD
C -1.737 0.597 -0.822
C -1.243 -0.406 0.170
C 0.262 -0.382 0.471
C 1.132 0.055 -0.499
C 2.608 0.187 -0.311
C 0.628 -0.803 1.729
H -1.464 1.625 -0.561
H -3.015 0.508 -0.903
H -1.437 0.395 -1.851
H -3.987 0.383 -0.757
H -1.470 -1.407 -0.216
H 0.773 0.793 -1.205
H 3.125 0.126 -1.273
H 2.848 1.164 0.122
H 3.059 -0.550 0.358
H 1.619 -1.251 1.773
H -1.833 -0.374 1.095
H 0.134 -0.661 2.679
```

(2)
Entry from OMol25: a single C6H12 molecule (ωB97M-V/def2-TZVPD).

The HOMO-LUMO gap is 10.7 eV. As for the HOMO energy: -9.4 eV. The calculation puts the maximum force at 0.21 eV Å⁻¹. As for the SMILES: C=CCCCC. The energy above the lowest of the compared OMol25 structures with the same formula, charge and spin comes out at 88.49 kJ/mol. For the total energy, the calculation gives -235.7845 hartree. As for the charge: 0.

Structure (XYZ):
```
18
C6H12 ωB97M-V/def2-TZVPD
C -0.311 -2.105 1.267
C -0.935 -1.043 0.765
C 0.940 -0.101 -1.634
C 0.848 1.174 -0.794
C -0.454 1.356 -0.004
C -0.676 0.384 1.165
H 0.911 -0.999 -1.013
H -0.555 -3.115 0.948
H 0.479 -2.000 2.009
H -1.709 -1.189 0.008
H 0.107 -0.166 -2.346
H 1.873 -0.117 -2.208
H 1.696 1.213 -0.096
H 0.963 2.040 -1.460
H -0.467 2.375 0.404
H -1.312 1.294 -0.690
H 0.181 0.424 1.852
H -1.548 0.739 1.733
```

Number 2 is which compound?
C6H12